No. 1
89
Properties=species:S:1:pos:R:3:forces:R:3 method="wB97M-V/def2-TZVPD" charge=-1 lumo_ev="2.40 / 2.30" energy_ha=-3242.022793 spin_multiplicity=1 orbital_gap_ev="6.535 / 4.617"
In 0.5099 1.7539 2.0790 -0.6 -1.8 0.6
P 0.0644 0.3892 -1.2924 0.6 -0.8 -1.0
Cl 2.0134 3.2134 0.9288 -0.1 -0.1 0.2
C -1.1759 0.8223 0.9762 -0.6 1.4 1.3
H -1.5022 -0.2393 1.0577 0.7 1.1 0.4
H -2.0004 1.5799 1.0711 0.2 -0.9 -0.5
C 1.9157 0.6185 -1.6118 -0.3 0.3 0.1
C -0.6868 2.0621 -1.5850 0.3 -0.2 0.1
C 2.4294 0.6835 -3.0603 0.0 0.1 0.1
H 2.1025 1.6045 -1.1355 0.1 -0.4 -0.2
C 3.9164 1.0545 -3.0849 0.1 0.0 0.2
H 2.2921 -0.2930 -3.5461 0.1 0.2 0.1
H 1.8609 1.4148 -3.6522 0.2 -0.2 0.2
C 4.7768 0.1113 -2.2210 -0.2 0.0 -0.3
H 4.2763 1.0424 -4.1234 0.0 0.1 0.2
H 4.0307 2.0809 -2.7049 0.0 -0.1 -0.1
C 4.1994 -0.1121 -0.8174 0.3 0.2 -0.1
H 4.8496 -0.8562 -2.7350 0.0 0.0 0.0
H 5.7968 0.5127 -2.1543 -0.1 -0.1 0.0
C 2.7160 -0.4489 -0.8343 -0.3 0.3 -0.1
H 4.7508 -0.9164 -0.3227 0.0 0.1 0.0
H 4.3557 0.8010 -0.2297 -0.1 -0.1 0.0
H 2.5547 -1.4252 -1.3079 0.0 0.0 0.0
H 2.3356 -0.5347 0.1884 0.0 0.0 0.0
C -0.5400 -0.6893 -2.7482 -0.1 0.5 0.1
C -2.2156 1.9016 -1.7375 0.5 0.4 -0.9
H -0.5073 2.5364 -0.5996 -0.1 0.0 -0.4
C -2.8987 3.2688 -1.7170 0.0 0.0 0.2
H -2.4430 1.3876 -2.6938 0.1 0.3 0.4
H -2.5915 1.2781 -0.9383 -0.1 -0.2 0.1
C -2.2629 4.2781 -2.6768 0.1 0.0 -0.1
H -3.9563 3.1395 -1.9688 0.0 0.1 0.1
H -2.8467 3.6702 -0.6952 0.0 -0.1 -0.1
C -0.7307 4.3529 -2.5636 0.0 0.1 0.0
H -2.5291 4.0016 -3.7040 0.0 0.0 0.0
H -2.6884 5.2779 -2.5055 0.1 -0.2 0.0
C -0.0510 2.9824 -2.6329 -0.4 0.0 0.1
H -0.3406 4.9828 -3.3707 0.0 0.1 0.1
H -0.4574 4.8280 -1.6090 0.0 -0.1 -0.2
H -0.1582 2.5487 -3.6339 0.0 0.2 0.1
H 1.0259 3.0887 -2.4518 -0.2 0.0 0.1
C 0.1775 -2.0553 -2.7967 0.0 0.5 0.3
H -1.5908 -0.8608 -2.4271 0.3 -0.1 -0.2
C -0.5272 -3.0210 -3.7361 -0.2 -0.1 -0.2
H 1.2201 -1.9140 -3.1177 -0.2 0.0 -0.1
H 0.2382 -2.4795 -1.7912 -0.1 0.0 -0.2
C -0.7510 -2.4465 -5.1393 0.1 0.2 -0.1
H 0.0634 -3.9382 -3.8125 -0.1 -0.1 0.0
H -1.5008 -3.2895 -3.3113 0.0 0.0 0.1
C -1.3310 -1.0214 -5.1181 -0.1 -0.2 0.0
H 0.2014 -2.4311 -5.6852 0.0 0.0 0.1
H -1.4186 -3.1036 -5.7127 0.1 0.1 0.1
C -0.5937 -0.0849 -4.1674 0.2 -0.1 0.3
H -1.3070 -0.5971 -6.1288 -0.1 -0.1 0.1
H -2.3812 -1.0843 -4.8003 0.1 0.1 -0.1
H 0.4277 0.0788 -4.5333 -0.2 -0.1 0.0
H -1.0763 0.8987 -4.1501 0.0 -0.3 -0.1
C -0.0260 -3.0758 0.7756 -0.6 0.5 -0.7
C -1.2751 -2.5987 0.6087 0.9 -1.1 0.7
H 0.7608 -2.8034 0.0487 -0.5 -0.1 0.5
C -2.3866 -2.9181 1.5841 -0.1 0.1 -0.1
H -1.5142 -1.9638 -0.2244 0.1 0.2 -0.3
C -1.8422 -3.2782 2.9607 0.3 0.2 0.3
H -3.0628 -2.0510 1.6606 0.2 -0.2 0.0
H -2.9966 -3.7526 1.2104 0.0 0.1 -0.1
C -0.7216 -4.3244 2.8769 -0.4 -0.1 0.0
H -1.4438 -2.3622 3.4153 -0.1 -0.3 -0.1
H -2.6434 -3.6446 3.6190 0.1 0.0 -0.2
C 0.3992 -3.9736 1.8938 0.7 -0.2 0.4
H -0.3113 -4.5131 3.8750 0.0 0.1 -0.1
H -1.1599 -5.2699 2.5480 -0.1 -0.1 0.0
H 1.2570 -3.5191 2.4356 -0.5 0.0 -0.3
H 0.8011 -4.9221 1.4789 -0.1 0.4 0.1
O 0.0120 3.7922 5.2839 0.2 0.6 0.3
S 0.9043 2.7006 5.5731 -0.8 -2.5 -1.5
O 2.2746 2.9659 5.9043 0.0 0.4 0.3
N 0.8200 1.6223 4.2655 1.0 2.7 -0.8
C 0.4545 0.3623 4.5673 -0.5 -0.7 1.8
S 0.4572 -0.7029 3.2523 0.4 -0.6 -0.2
C -0.0116 0.2593 5.9339 -0.3 -0.4 -1.1
C -0.8187 -0.7309 6.5625 -0.1 -0.4 0.2
C -1.4540 -0.4618 7.7782 0.7 -0.2 -0.8
C -1.2315 0.7512 8.4450 0.2 1.0 0.4
C -0.4173 1.7315 7.8584 0.2 -0.3 -0.6
C 0.1517 1.4768 6.6009 -0.4 1.1 1.7
H -0.9484 -1.6944 6.0470 -0.1 0.5 0.3
H -2.1354 -1.1804 8.2226 0.2 -0.1 -0.1
H -1.7116 0.9713 9.4121 0.3 -0.2 -0.6
H -0.2212 2.7043 8.3179 -0.3 -0.4 0.0

No. 2
85
Properties=species:S:1:pos:R:3:forces:R:3 method="wB97M-V/def2-TZVPD" de_lowest_kj_mol=71.0 charge=+2 lumo_ev="-6.88 / -8.61" energy_ha=-2076.262465 spin_multiplicity=5 s_squared=6.07 orbital_gap_ev="5.980 / 5.692"
Os 0.1985 -0.8957 -0.3914 0.8 -0.1 0.5
C 0.3395 0.0624 4.4822 0.0 0.0 0.0
C 0.7792 -0.6468 3.2016 0.0 0.1 0.1
C 1.4377 -1.9980 3.4776 0.0 -0.1 0.0
P -0.5254 -0.8192 1.9235 0.0 0.4 -0.1
C -1.8768 -1.9842 2.3682 -0.1 0.0 0.0
C -1.5446 -3.3837 1.8431 0.0 0.0 -0.1
C -2.2746 -2.0476 3.8450 0.0 0.0 0.0
C -1.2775 0.8248 1.6713 -0.2 0.1 0.2
C -2.3796 1.3026 2.3685 0.1 0.0 -0.1
C -3.0136 2.4933 2.0096 0.1 0.0 0.0
C -4.2202 2.9703 2.7563 0.0 0.0 0.1
C -2.5187 3.2055 0.9162 0.0 0.0 0.0
C -1.4128 2.7661 0.2123 -0.1 0.0 0.1
C -0.7792 1.5922 0.6050 0.2 -0.1 -0.1
N 0.3352 1.0742 -0.1061 -0.2 0.0 0.4
C 1.4085 1.8216 -0.4526 0.3 -0.1 -0.3
C 1.5740 3.1663 -0.0344 0.0 0.0 0.0
C 2.6554 3.8935 -0.4637 0.0 0.0 0.0
C 3.6408 3.3364 -1.2912 -0.1 0.0 0.0
C 4.8016 4.1371 -1.7753 0.0 0.0 0.0
C 3.5259 1.9770 -1.6317 0.0 0.0 0.0
C 2.4493 1.2195 -1.2367 -0.1 0.0 0.1
P 2.3428 -0.5777 -1.4574 -0.4 -0.1 -0.2
C 2.3502 -1.0202 -3.2412 0.1 0.0 0.0
C 3.6462 -0.6675 -3.9729 0.0 0.0 0.0
C 1.1431 -0.4108 -3.9518 -0.1 0.0 0.0
C 3.8658 -1.2560 -0.6862 0.0 0.1 -0.1
C 3.8768 -2.7790 -0.8046 0.0 0.0 0.0
C 3.9908 -0.7989 0.7633 0.0 0.0 0.0
H 1.2085 0.2060 5.1249 0.0 0.0 0.0
H -0.3871 -0.5199 5.0448 0.0 0.0 0.0
H -0.0850 1.0451 4.2766 0.0 0.0 0.0
H 1.5084 0.0036 2.7000 0.0 0.0 0.0
H 0.7920 -2.6344 4.0828 0.0 0.0 0.0
H 2.3625 -1.8497 4.0345 0.0 0.0 0.0
H 1.6793 -2.5402 2.5600 0.0 0.0 0.0
H -2.7160 -1.5841 1.7864 0.0 0.0 0.0
H -0.6971 -3.8194 2.3735 0.0 0.0 0.0
H -1.3246 -3.3794 0.7705 0.0 0.0 0.1
H -2.3992 -4.0404 2.0036 0.0 0.0 0.0
H -1.4697 -2.4583 4.4539 0.0 0.0 0.0
H -3.1282 -2.7182 3.9445 0.0 0.0 0.0
H -2.5623 -1.0864 4.2663 0.0 0.0 0.0
H -2.7725 0.7406 3.2049 0.0 0.0 0.0
H -4.1789 2.6716 3.8025 0.0 0.0 0.0
H -5.1285 2.5432 2.3262 0.0 0.0 0.0
H -4.3117 4.0536 2.7091 0.0 0.0 0.0
H -3.0142 4.1163 0.6071 0.0 0.0 0.0
H -1.0660 3.3107 -0.6554 0.0 0.0 0.0
H 0.8599 3.6117 0.6422 0.0 0.0 0.0
H 2.7655 4.9201 -0.1416 0.0 0.0 0.0
H 4.7858 5.1494 -1.3801 0.0 0.0 0.0
H 4.7922 4.1934 -2.8659 0.0 0.0 0.0
H 5.7424 3.6641 -1.4884 0.0 0.0 0.0
H 4.3256 1.5289 -2.2097 0.0 0.0 0.0
H 2.2373 -2.1111 -3.2239 0.0 0.0 0.0
H 3.7255 0.4105 -4.1190 0.0 0.0 0.0
H 3.6330 -1.1231 -4.9628 0.0 0.0 0.0
H 4.5430 -1.0240 -3.4674 0.0 0.0 0.0
H 1.2159 0.6788 -3.9799 0.0 0.0 0.0
H 0.1981 -0.6783 -3.4753 0.0 0.0 0.0
H 1.1162 -0.7670 -4.9814 0.0 0.0 0.0
H 4.6985 -0.8421 -1.2660 0.0 0.0 0.0
H 3.0063 -3.2183 -0.3078 0.0 0.0 0.0
H 4.7664 -3.1733 -0.3145 0.0 0.0 0.0
H 3.8922 -3.1220 -1.8386 0.0 0.0 0.0
H 3.1325 -1.1365 1.3509 0.0 0.0 0.0
H 4.0717 0.2849 0.8547 0.0 0.0 0.0
H 4.8838 -1.2389 1.2064 0.0 0.0 0.0
C -4.0459 -1.8658 -3.4793 0.0 0.0 0.0
C -4.0343 -0.9819 -2.2203 0.0 -0.1 0.0
C -4.4026 0.4671 -2.5807 -0.1 0.0 0.0
C -5.0109 -1.5349 -1.1678 0.0 0.0 0.0
C -2.6911 -0.9740 -1.6592 -0.1 0.0 0.0
C -1.5619 -0.9421 -1.1475 -0.3 -0.2 -0.5
H -5.0624 -1.9028 -3.8706 0.0 0.0 0.0
H -3.7300 -2.8835 -3.2527 0.0 0.0 0.0
H -3.3948 -1.4566 -4.2508 0.0 0.0 0.0
H -5.4303 0.4810 -2.9439 0.0 0.0 0.0
H -3.7556 0.8550 -3.3663 0.0 0.0 0.0
H -4.3383 1.1222 -1.7121 0.0 0.0 0.0
H -6.0202 -1.5282 -1.5785 0.0 0.0 0.0
H -5.0033 -0.9208 -0.2672 0.0 0.0 0.0
H -4.7583 -2.5599 -0.8986 0.0 0.0 0.0

No. 3
99
Properties=species:S:1:pos:R:3:forces:R:3 method="wB97M-V/def2-TZVPD" de_lowest_kj_mol=105.4 lumo_ev=-1.74 energy_ha=-6580.060627 spin_multiplicity=1 orbital_gap_ev=5.253
Ti 1.0874 1.0975 -0.0335 0.1 0.4 0.4
O 0.8831 -1.8909 -2.5352 0.0 0.0 0.3
C 1.2159 -1.1321 -1.6697 -0.1 -0.1 -0.2
O 0.4091 -0.4778 -0.8472 -0.2 0.0 -0.4
C 2.6727 -0.7382 -1.3515 0.1 -0.1 -0.3
O 3.6352 -1.0867 -1.9643 0.0 -0.1 0.1
O 2.6759 0.1095 -0.3271 0.0 0.1 0.1
O 0.6454 2.4440 1.6808 0.5 0.0 -0.3
C 1.4648 3.5497 2.1222 -0.3 0.0 -0.1
C 2.7210 3.5409 1.3217 0.1 -0.1 -0.1
C 3.6705 4.5336 1.5213 -0.1 0.0 0.0
C 4.8183 4.5139 0.7582 0.0 0.1 0.1
C 4.9956 3.4974 -0.1694 0.0 -0.1 0.0
C 4.0068 2.5486 -0.3105 0.1 0.0 0.0
N 2.8817 2.5694 0.4163 -0.6 0.0 0.5
H -0.2074 2.4676 2.1364 0.1 0.0 -0.2
H 1.6658 3.4245 3.1882 0.1 0.0 0.0
H 0.9265 4.4904 1.9266 0.0 -0.1 0.0
H 3.4806 5.3184 2.2407 0.0 0.0 0.0
H 5.5688 5.2839 0.8800 0.0 0.0 0.0
H 5.8821 3.4449 -0.7848 0.0 0.0 0.0
H 4.0952 1.7423 -1.0233 0.0 0.0 0.0
N -6.4496 2.5528 0.3103 0.0 0.0 0.0
C -5.3248 2.3418 0.2206 0.0 0.0 0.0
C -3.9152 2.0662 0.1296 0.1 -0.1 0.0
C -2.9916 3.0909 -0.0185 -0.1 0.0 -0.1
C -1.6503 2.7627 -0.0949 0.1 -0.1 0.1
N -1.2096 1.4996 0.0079 0.3 0.1 0.0
C -2.1038 0.5163 0.1198 0.0 -0.2 0.0
C -3.4611 0.7505 0.1938 -0.1 0.0 0.0
H -3.2803 4.1317 -0.0777 0.0 0.0 0.0
H -0.9220 3.5627 -0.2123 0.0 0.0 0.0
H -1.7033 -0.4891 0.1397 0.0 0.0 0.0
H -4.1565 -0.0716 0.2885 0.0 0.0 0.0
C -2.9025 -1.7485 -3.5574 0.0 0.0 0.0
As -1.9896 -0.0270 -3.3298 0.0 0.0 0.0
C -3.4127 1.1021 -4.0730 0.0 0.0 0.0
C -0.7736 -0.1053 -4.8986 0.0 0.0 0.0
C -1.4057 -0.5249 -6.1847 0.0 0.0 0.0
C -1.9750 0.4128 -7.0454 0.0 0.0 0.0
C -2.5858 0.0196 -8.2271 0.0 0.0 0.0
C -2.6386 -1.3230 -8.5731 0.0 0.0 0.0
C -2.0688 -2.2666 -7.7295 0.0 0.0 0.0
C -1.4582 -1.8699 -6.5494 0.0 0.0 0.0
H -3.3623 -1.8372 -4.5413 0.0 0.0 0.0
H -3.6736 -1.8391 -2.7909 0.0 0.0 0.0
H -2.1829 -2.5560 -3.4190 0.0 0.0 0.0
H -3.7732 0.7254 -5.0304 0.0 0.0 0.0
H -3.0453 2.1211 -4.1980 0.0 0.0 0.0
H -4.2442 1.1235 -3.3659 0.0 0.0 0.0
H 0.0242 -0.7876 -4.6029 0.0 0.0 0.0
H -0.3395 0.8929 -4.9765 0.0 0.0 0.0
H -1.9289 1.4647 -6.7876 0.0 0.0 0.0
H -3.0174 0.7658 -8.8823 0.0 0.0 0.0
H -3.1129 -1.6308 -9.4959 0.0 0.0 0.0
H -2.0938 -3.3162 -7.9946 0.0 0.0 0.0
H -1.0056 -2.6110 -5.9005 0.0 0.0 0.0
C -2.6432 -1.4383 3.4284 0.0 0.0 0.0
Si -1.1082 -0.5247 3.9863 0.0 0.1 -0.1
C -1.4391 1.3257 3.9701 0.0 0.0 0.0
C -0.6382 -1.0959 5.7012 0.0 0.0 0.0
Sb 0.7527 -0.8860 2.2754 0.1 0.2 0.0
Si 0.4167 -3.3014 1.4931 0.0 0.0 0.0
C -1.0779 -3.3173 0.3711 0.0 0.0 0.0
C 0.1208 -4.3846 2.9918 0.0 0.0 0.0
C 1.9474 -3.8772 0.5897 0.0 0.0 0.0
Si 2.9759 -0.8105 3.5451 0.0 -0.1 0.0
C 3.2056 0.9682 4.0787 0.0 0.0 0.0
C 3.0018 -1.9488 5.0291 0.0 0.0 0.0
C 4.3061 -1.3012 2.3309 0.0 0.0 0.0
H -3.4302 -1.3060 4.1763 0.0 0.0 0.0
H -2.4614 -2.5089 3.3260 0.0 0.0 0.0
H -3.0220 -1.0624 2.4765 0.0 0.0 0.0
H -2.1420 1.6113 4.7564 0.0 0.0 0.0
H -1.8888 1.6302 3.0174 0.0 0.0 0.0
H -0.5216 1.8987 4.1322 0.0 0.0 0.1
H -1.4934 -0.9751 6.3721 0.0 0.0 0.0
H 0.1926 -0.5197 6.1110 0.0 0.0 0.0
H -0.3526 -2.1495 5.7016 0.0 0.0 0.0
H -1.9530 -2.8770 0.8551 0.0 0.0 0.0
H -1.3275 -4.3519 0.1181 0.0 0.0 0.0
H -0.8895 -2.7803 -0.5609 0.0 0.0 0.0
H -0.8203 -4.1398 3.4872 0.0 0.0 0.0
H 0.9231 -4.2854 3.7252 0.0 0.0 0.0
H 0.0740 -5.4333 2.6856 0.0 0.0 0.0
H 2.3279 -3.1526 -0.1303 0.0 0.0 0.0
H 1.7118 -4.7904 0.0363 0.0 0.0 0.0
H 2.7520 -4.1094 1.2902 0.0 0.0 0.0
H 2.3653 1.3253 4.6790 0.0 0.0 0.0
H 3.3141 1.6198 3.2090 0.0 0.0 0.0
H 4.1112 1.0635 4.6840 0.0 0.0 0.0
H 2.3460 -1.5995 5.8268 0.0 0.0 0.0
H 4.0196 -1.9951 5.4272 0.0 0.0 0.0
H 2.7017 -2.9640 4.7649 0.0 0.0 0.0
H 4.1736 -0.8165 1.3630 0.0 0.0 0.0
H 4.3251 -2.3814 2.1760 0.0 0.0 0.0
H 5.2828 -1.0044 2.7243 0.0 0.0 0.0
I 1.0920 2.4318 -2.2989 -0.1 0.0 0.1
I -0.2918 6.0639 0.0488 0.1 0.0 0.1